1.
# C17H21N5O3

C17H21N5O3 in the gas phase in a non-equilibrium geometry (ωB97M-V/def2-TZVPD, OMol25).

Properties
Orbital gap, Eh: 0.334
E_LUMO, eV: 0.20
M, Da: 343.39
Energy above the lowest of the compared OMol25 structures with the same formula, charge and spin, kJ/mol: 285.9
SMILES: CC(C)NC(=O)[C@H](CCn1cnc(CC#N)c1)NC(=O)c1ccco1
E_HOMO, hartree: -0.3264

Positions of all 46 atoms, in Å:
C (-1.337703, 4.685782, 0.805235)
C (-0.296816, 3.984851, 1.668141)
C (-0.551551, 4.076322, 3.163192)
N (-0.439244, 2.560539, 1.350485)
C (0.407656, 1.748136, 0.639973)
O (1.435318, 2.232831, 0.155926)
C (0.085329, 0.263526, 0.531418)
C (1.215282, -0.522783, -0.182587)
C (0.855434, -2.000068, -0.375191)
N (1.952096, -2.812776, -0.944455)
C (1.775601, -3.937060, -1.708298)
N (2.981096, -4.465423, -1.931349)
C (3.935076, -3.722848, -1.267316)
C (5.407115, -3.976644, -1.361459)
C (6.203701, -2.876375, -0.868342)
N (6.785251, -1.945819, -0.481965)
C (3.272880, -2.664447, -0.667905)
N (-1.153945, 0.022917, -0.230639)
C (-2.408616, 0.005784, 0.367439)
O (-2.427634, 0.049661, 1.613793)
C (-3.620114, -0.158206, -0.495612)
C (-4.885676, -0.531567, -0.099316)
C (-5.652792, -0.707181, -1.286345)
C (-4.862948, -0.299278, -2.291876)
O (-3.602371, -0.045028, -1.876120)
H (-2.226771, 4.058472, 0.844821)
H (-0.927243, 4.783314, -0.232625)
H (-1.533602, 5.707218, 1.233763)
H (0.682541, 4.401701, 1.478922)
H (-0.480388, 5.107352, 3.514625)
H (0.214971, 3.501196, 3.668445)
H (-1.542514, 3.668508, 3.444443)
H (-1.175324, 2.033051, 1.809951)
H (0.023855, -0.122358, 1.527726)
H (2.139514, -0.511677, 0.484597)
H (1.495288, -0.080459, -1.138094)
H (0.536999, -2.416746, 0.575257)
H (0.048969, -2.031815, -1.078998)
H (0.838971, -4.341442, -2.059437)
H (5.592867, -4.820724, -0.724996)
H (5.697020, -4.166242, -2.415481)
H (3.741946, -1.851978, -0.108268)
H (-1.132500, 0.114075, -1.234809)
H (-5.239506, -0.698120, 0.908174)
H (-6.677052, -1.021555, -1.396951)
H (-5.150468, -0.276619, -3.327891)

Atomic forces in eV per Å
C 0.65 1.26 0.12
C -0.98 -0.58 0.17
C -0.39 0.29 0.20
N 0.59 -2.29 -0.45
C 1.51 2.65 0.09
O -0.72 -0.91 -0.02
C 0.18 -0.49 -1.64
C 1.42 -0.20 1.21
C 0.52 0.41 -0.15
N -1.48 0.63 0.46
C 2.91 0.35 0.52
N -0.25 -0.78 -0.18
C -2.40 1.29 -0.54
C -0.50 -0.26 -0.69
C 0.98 2.21 0.78
N -0.86 -1.61 -0.59
C 1.54 -0.37 0.09
N -1.50 0.23 0.25
C 1.88 -0.03 1.31
O -1.08 0.06 -1.82
C -0.87 -0.33 0.53
C 0.68 -0.19 0.04
C -0.14 0.63 0.55
C -0.10 -0.88 -0.37
O 0.25 0.45 0.51
H -0.25 0.38 -0.28
H -0.67 -0.11 0.79
H -0.03 -0.86 -0.62
H 0.40 -0.55 -0.34
H -0.11 -0.02 -0.02
H 0.08 -0.14 0.24
H 0.41 0.23 -0.17
H -0.16 0.46 0.11
H -0.65 -0.36 0.56
H -1.16 0.42 -0.87
H -0.03 0.18 0.06
H -0.10 -0.22 0.11
H -0.58 -0.42 -0.28
H 0.01 0.25 0.08
H 0.53 -0.76 -0.02
H -0.15 -0.20 0.66
H -0.63 -0.25 -0.21
H 0.23 0.07 -0.04
H 0.32 0.02 -0.05
H 0.00 0.08 0.15
H 0.71 0.25 -0.25

=====

2.
# C3HN4O5

A gas-phase ion, C3HN4O5 (charge -1) in a non-equilibrium geometry (ωB97M-V/def2-TZVPD, OMol25).

Properties
Orbital gap (alpha / beta), Eh: 0.307 / 0.307
E_LUMO (alpha / beta), eV: 2.66 / 2.66
Charge: -1
M, Da: 173.06
Energy above the lowest of the compared OMol25 structures with the same formula, charge and spin, kJ/mol: 413.2
E_HOMO (alpha / beta), hartree: -0.2095 / -0.2095

Positions of all 13 atoms, in Å:
C (-0.566593, -1.706895, -0.521532)
C (-1.318672, 0.008436, 1.219444)
C (0.880347, 0.696724, -0.688268)
N (-0.333858, -0.847523, -1.722790)
N (0.198505, 0.201319, -1.558290)
N (-0.104278, -1.010636, 0.476898)
N (1.484678, 1.846032, -0.295254)
O (-1.907420, 0.611366, 0.407159)
O (-1.090370, -2.765119, -0.760337)
O (-1.213122, -0.204253, 2.367608)
O (1.904453, 2.623172, -1.161899)
O (1.751723, 1.907081, 0.897691)
H (0.314607, -1.359705, 1.339570)

Atomic forces in eV per Å
C 0.53 0.60 -1.73
C 0.57 -0.31 -0.47
C 0.91 0.41 1.07
N -2.51 -2.33 -2.46
N 0.72 0.98 -0.63
N 1.28 0.33 2.83
N 0.84 -0.17 -0.27
O -1.46 1.48 -2.01
O -0.01 -0.56 0.66
O 0.17 -0.43 3.03
O -0.51 0.03 0.32
O -0.15 0.53 0.47
H -0.36 -0.55 -0.80

=====

3.
# C5H14EuN3

A molecular structure, C5H14EuN3 in a non-equilibrium geometry (ωB97M-V/def2-TZVPD, OMol25).

Properties
Orbital gap (alpha / beta), Eh: 0.103 / 0.220
E_LUMO (alpha / beta), eV: 3.10 / 2.60
Charge: -1
M, Da: 268.15
Multiplicity: 8
E_HOMO (alpha / beta), hartree: 0.0107 / -0.1246

Positions of all 23 atoms, in Å:
C (0.290435, 0.292802, -3.405367)
Eu (-2.129425, -0.676072, 0.839819)
N (-2.564505, 1.718250, 0.381297)
H (-0.297927, 1.662285, -2.889180)
H (-3.471819, 1.804063, 0.846664)
H (-0.571669, 1.104793, -3.613940)
H (0.685055, 0.003000, -4.380481)
H (-0.358263, -0.498230, -3.048689)
H (1.156431, 0.515657, -2.759555)
H (-1.839723, 2.023959, 1.042578)
H (-2.562100, 2.397230, -0.394399)
C (0.236520, -2.382845, 0.594980)
C (0.676246, -1.111359, 1.203288)
N (0.170056, 0.098165, 0.952294)
C (0.990460, 1.004612, 1.615010)
C (1.864046, 0.318134, 2.387099)
N (1.653913, -1.011231, 2.114874)
H (1.102389, -3.042830, 0.460981)
H (-0.456189, -2.898110, 1.285658)
H (-0.228636, -2.192383, -0.384837)
H (0.935838, 2.056569, 1.508869)
H (2.592914, 0.629914, 3.115162)
H (2.125952, -1.816376, 2.527876)

Atomic forces in eV per Å
C 0.21 -2.11 -1.56
Eu -1.00 -0.59 -0.15
N 0.12 0.74 -0.59
H -0.95 3.02 1.61
H 0.01 0.12 0.27
H 1.40 -0.81 -0.09
H 0.06 -0.07 -0.31
H 0.23 -0.35 0.48
H -0.96 0.33 -0.08
H -0.30 0.23 0.09
H 0.08 -0.46 0.24
C 0.05 -0.20 0.10
C 0.32 1.01 0.61
N 1.19 0.14 -0.82
C -0.33 -1.05 0.39
C 0.36 -0.39 0.11
N 0.10 0.02 -0.10
H -0.29 0.11 -0.03
H -0.05 -0.19 -0.24
H 0.01 -0.24 0.15
H -0.43 0.64 -0.03
H 0.02 0.06 -0.15
H 0.15 0.04 0.10

=====

4.
# C5H11NO

C5H11NO in the gas phase in a non-equilibrium geometry (ωB97M-V/def2-TZVPD, OMol25).

Properties
Orbital gap, Eh: 0.363
E_LUMO, eV: 0.82
M, Da: 101.15
Energy above the lowest of the compared OMol25 structures with the same formula, charge and spin, kJ/mol: 212.6
SMILES: CCC(=O)N(C)C
E_HOMO, hartree: -0.3332

Positions of all 18 atoms, in Å:
C (-1.634562, -0.612236, -2.156787)
C (-1.189251, -0.755763, -0.643241)
C (0.299556, -0.510851, -0.358677)
O (1.092943, -0.785438, -1.241425)
N (0.745887, 0.162023, 0.737369)
C (2.056327, 0.795514, 0.669067)
C (0.045766, 0.446529, 2.012198)
H (-2.599594, -0.054649, -2.314753)
H (-0.853421, -0.128133, -2.827710)
H (-1.830801, -1.661237, -2.654433)
H (-1.348686, -1.745245, -0.077970)
H (-1.686684, 0.091600, -0.027806)
H (2.589211, 0.741118, 1.540073)
H (2.605437, 0.384577, -0.305779)
H (1.923225, 1.905151, 0.625587)
H (0.289386, 1.502486, 2.269134)
H (-1.076191, 0.343686, 1.780235)
H (0.571447, -0.119136, 2.974914)

Atomic forces in eV per Å
C 0.09 -1.71 -1.15
C -0.52 1.09 2.09
C 0.05 0.44 -1.67
O 0.28 -0.38 -0.41
N 0.02 0.43 1.84
C -0.42 0.41 -4.22
C 0.48 -0.30 0.29
H 0.99 -0.46 0.64
H -0.80 -0.56 1.22
H 0.50 1.93 1.10
H -0.55 1.27 -1.27
H 0.21 -1.62 -1.01
H 1.57 -1.18 2.25
H -1.04 1.05 2.51
H -0.16 -0.55 -0.63
H -0.58 -0.45 -0.30
H 1.76 -0.15 1.30
H -1.87 0.74 -2.56

=====

5.
# C12H13N2S

A gas-phase ion, C12H13N2S (charge +1) (ωB97M-V/def2-TZVPD, OMol25).

Properties
Orbital gap, Eh: 0.341
E_LUMO, eV: -2.90
Charge: +1
M, Da: 217.32
Energy above the lowest of the compared OMol25 structures with the same formula, charge and spin, kJ/mol: 20.2
SMILES: NC1=CC=CC=C(c2ccccc2[NH3+])S1
E_HOMO, hartree: -0.4477

Positions of all 28 atoms, in Å:
N (1.341519, 1.740506, -0.834685)
C (1.849417, 1.015725, 0.299751)
C (2.983939, 0.256151, 0.216162)
C (3.290287, -0.774979, 1.114445)
C (2.331498, -1.528811, 1.750877)
C (0.955286, -1.349435, 1.548862)
C (0.363400, -0.155937, 1.238728)
C (-1.038287, -0.027359, 0.781812)
C (-2.050985, 0.119409, 1.728473)
C (-3.369478, 0.266719, 1.337841)
C (-3.701077, 0.278419, -0.007025)
C (-2.707686, 0.144370, -0.961904)
C (-1.391796, -0.009564, -0.564895)
N (-0.338626, -0.101271, -1.579167)
S (1.076654, 1.377336, 1.848587)
H (0.861919, 2.589147, -0.539920)
H (2.079868, 1.978946, -1.492003)
H (3.632175, 0.390973, -0.640228)
H (4.312022, -1.122159, 1.141693)
H (2.649355, -2.428295, 2.255175)
H (0.330575, -2.234123, 1.544534)
H (-1.784219, 0.124357, 2.773687)
H (-4.137744, 0.383712, 2.084858)
H (-4.726238, 0.398779, -0.315762)
H (-2.957217, 0.166960, -2.012264)
H (-0.747128, -0.058028, -2.515514)
H (0.190903, -0.973276, -1.484195)
H (0.398294, 0.769892, -1.396370)

Atomic forces in eV per Å
N 0.12 0.39 0.01
C 0.23 0.71 0.35
C 0.01 0.04 -0.08
C 0.00 0.09 -0.02
C -0.01 0.00 0.12
C 0.03 -0.10 -0.01
C -0.21 0.22 0.71
C -0.23 -0.06 -0.17
C 0.01 -0.03 -0.27
C 0.02 -0.01 0.05
C 0.09 0.01 -0.04
C 0.07 0.02 -0.05
C -0.18 -0.05 0.32
N 0.05 -0.07 0.02
S 0.16 -0.62 -0.69
H 0.16 -0.03 -0.05
H 0.00 -0.01 -0.02
H 0.09 0.05 -0.11
H 0.08 -0.10 0.00
H 0.07 -0.12 0.00
H -0.10 -0.08 0.01
H 0.01 0.00 0.14
H -0.10 -0.01 0.08
H -0.12 0.01 -0.04
H -0.06 -0.02 -0.15
H 0.17 -0.05 0.17
H -0.14 0.12 -0.08
H -0.24 -0.29 -0.20

=====

6.
# C22H46As3BrNOSe2V

A molecular structure, C22H46As3BrNOSe2V in a non-equilibrium geometry (ωB97M-V/def2-TZVPD, OMol25).

Properties
Orbital gap (alpha / beta), Eh: 0.251 / 0.234
E_LUMO (alpha / beta), eV: -5.87 / -6.35
Charge: +2
M, Da: 854.15
Energy above the lowest of the compared OMol25 structures with the same formula, charge and spin, kJ/mol: 140.2
Multiplicity: 3
E_HOMO (alpha / beta), hartree: -0.4672 / -0.4673

Positions of all 77 atoms, in Å:
V (0.001720, -0.246836, 0.943535)
C (-0.792747, 4.002842, 3.155775)
Se (-1.705700, 2.322673, 2.766701)
C (-3.489335, 3.113519, 2.513921)
C (-3.679515, 3.894511, 1.222563)
Se (-3.398626, 2.839380, -0.400783)
C (-5.214389, 2.151171, -0.578799)
H (-1.464082, 4.615414, 3.751784)
H (-0.522345, 4.515597, 2.237223)
H (0.097890, 3.789509, 3.739594)
H (-3.635729, 3.774446, 3.369380)
H (-4.201203, 2.292507, 2.597844)
H (-2.986523, 4.732142, 1.168095)
H (-4.694243, 4.285390, 1.154625)
H (-5.854649, 2.929904, -0.981429)
H (-5.575727, 1.825729, 0.394537)
H (-5.190281, 1.310066, -1.266910)
C (-0.589954, -3.970482, 0.153639)
As (0.670023, -2.483726, 0.111664)
C (2.134328, -3.399390, 1.030432)
C (1.168758, -2.662627, -1.791196)
C (2.144897, -1.631079, -2.385981)
C (3.373147, -1.510234, -1.477000)
C (1.471603, -0.263291, -2.556663)
As (1.100135, 0.834346, -0.967659)
C (2.793883, 1.735254, -0.603182)
C (0.206735, 2.275466, -1.926711)
C (2.544611, -2.159331, -3.775112)
As (3.665116, -1.175734, -5.128777)
C (4.843626, 0.028692, -4.103771)
C (2.407125, 0.203322, -5.763871)
H (-0.040517, -4.865866, -0.133187)
H (-1.411617, -3.824313, -0.543828)
H (-0.982690, -4.110107, 1.160535)
H (2.592307, -4.122294, 0.357629)
H (1.714707, -3.939023, 1.879185)
H (2.895487, -2.710939, 1.389621)
H (0.229205, -2.669178, -2.350716)
H (1.607385, -3.660466, -1.860825)
H (3.061633, -1.185614, -0.478765)
H (4.075429, -0.780199, -1.873985)
H (3.886086, -2.468963, -1.392829)
H (0.513976, -0.377362, -3.074240)
H (2.111550, 0.361904, -3.179937)
H (3.240776, 2.065272, -1.539314)
H (3.494682, 1.096841, -0.070820)
H (2.578443, 2.612874, 0.007032)
H (0.871423, 2.652256, -2.702817)
H (-0.047546, 3.083695, -1.244231)
H (-0.709296, 1.907818, -2.384355)
H (1.639637, -2.393589, -4.345718)
H (3.073004, -3.107105, -3.644444)
H (5.570079, -0.532503, -3.518518)
H (4.305002, 0.729713, -3.463524)
H (5.396138, 0.604805, -4.845751)
H (1.393786, -0.188678, -5.845016)
H (2.727376, 0.497233, -6.762198)
H (2.409011, 1.094308, -5.134676)
C (-3.009397, -1.443548, 5.315713)
C (-2.874557, -1.397025, 3.825917)
C (-3.958002, -1.592847, 2.968736)
C (-3.797243, -1.483557, 1.591731)
C (-2.541490, -1.170232, 1.137349)
Br (-2.114680, -0.844934, -0.692801)
N (-1.481658, -0.983269, 1.918683)
C (-1.648803, -1.102683, 3.246127)
H (-3.890487, -2.002990, 5.621135)
H (-3.109501, -0.427604, 5.704917)
H (-2.129223, -1.884986, 5.780662)
H (-4.935463, -1.816469, 3.376643)
H (-4.622116, -1.629199, 0.908985)
H (-0.773397, -0.949747, 3.864367)
C (1.849451, 1.015437, 2.917655)
O (0.886432, 0.560021, 1.998426)
H (1.854367, 0.372338, 3.799830)
H (1.623721, 2.034609, 3.232485)
H (2.848039, 1.007016, 2.475671)

Atomic forces in eV per Å
V -1.50 -1.01 -3.53
C -0.03 -0.07 -0.08
Se -0.32 0.26 -0.05
C 0.11 0.01 0.00
C 0.19 -0.30 -0.12
Se 0.02 -0.09 0.04
C 0.07 0.17 0.06
H 0.04 0.03 0.02
H 0.00 0.04 0.03
H 0.02 -0.01 0.01
H -0.06 -0.07 0.05
H 0.03 -0.02 -0.03
H -0.04 0.04 -0.02
H 0.02 0.09 0.08
H -0.07 -0.04 0.01
H -0.04 -0.04 -0.04
H 0.00 -0.01 0.00
C -0.12 0.12 0.14
As 0.82 -1.54 -0.50
C -0.05 0.15 0.13
C 0.02 0.32 0.17
C 0.02 0.09 0.17
C -0.20 0.01 -0.25
C 0.07 -0.17 0.20
As 0.80 0.75 -1.87
C -0.15 -0.06 0.26
C -0.20 -0.01 0.27
C 0.14 0.18 -0.08
As -0.01 -0.14 -0.02
C -0.11 -0.03 -0.01
C 0.05 0.05 0.04
H 0.02 0.01 0.00
H 0.00 0.05 0.01
H -0.01 0.01 -0.01
H -0.04 0.03 -0.05
H 0.00 0.05 0.02
H -0.01 0.02 -0.03
H 0.02 -0.04 -0.02
H -0.06 -0.03 0.01
H 0.17 -0.03 0.07
H 0.01 -0.04 0.11
H 0.02 0.00 0.07
H 0.03 0.06 -0.04
H -0.11 0.07 0.04
H -0.06 -0.07 -0.06
H -0.02 -0.03 -0.03
H 0.00 -0.01 0.00
H 0.07 -0.08 0.03
H -0.02 0.01 0.02
H -0.03 0.00 0.01
H 0.01 -0.01 -0.02
H -0.02 -0.02 0.01
H -0.01 -0.02 0.00
H 0.03 0.00 0.00
H -0.02 0.00 -0.02
H 0.01 -0.04 0.03
H 0.01 0.00 0.00
H -0.05 0.00 -0.02
C 0.00 0.09 0.07
C -0.06 -0.02 -0.11
C 0.20 0.06 -0.01
C -0.09 -0.03 -0.04
C -0.09 0.10 -0.13
Br -0.50 0.01 -0.10
N -2.14 -0.98 1.28
C -0.04 -0.11 0.12
H 0.02 -0.04 -0.01
H 0.00 -0.01 0.00
H -0.02 -0.04 0.01
H 0.00 -0.04 -0.01
H 0.02 0.03 -0.03
H 0.03 0.06 -0.07
C 0.73 0.21 0.46
O 2.84 2.30 3.71
H -0.07 -0.02 -0.11
H -0.15 -0.05 -0.13
H -0.11 -0.07 -0.07